# 1
C3H5NS as an isolated structure, computed with ωB97M-V/def2-TZVPD.

Computed properties:
E_LUMO ... -0.14 eV

Last column: natural (NBO) charge in e.
Element x y z (Å)
C  0.988  0.075  -0.088  0.101
C  -0.103  -0.768  -0.410  -0.339
C  -1.194  -0.534  0.405  -0.353
H  1.239  2.063  0.020  0.404
H  -0.221  1.487  -0.776  0.401
H  -0.073  -1.740  -0.873  0.257
H  -1.991  -1.351  -0.101  0.188
H  -1.698  -0.078  1.635  0.289
N  0.468  1.296  0.008  -0.768
S  2.587  -0.450  0.180  -0.180

***

# 2
A single C3H5NS2 molecule, computed with ωB97M-V/def2-TZVPD.

Computed properties:
SMILES string ... C=CN(S)C=S
E_LUMO ... -0.19 eV

Last column: natural (NBO) charge in e.
Element x y z (Å)
C  -0.878  1.110  1.348  -0.453
C  -0.125  0.088  1.035  -0.036
N  0.331  -0.438  -0.191  -0.545
S  1.249  -1.910  -0.076  0.133
C  0.048  0.055  -1.495  -0.097
S  0.454  -0.733  -2.878  -0.056
H  -1.744  1.702  0.765  0.227
H  -0.961  1.287  2.537  0.228
H  0.619  -0.262  1.876  0.218
H  1.328  -2.009  -1.456  0.158
H  -0.320  1.110  -1.464  0.223

***

# 3
A single C3H5NS3 molecule, computed with ωB97M-V/def2-TZVPD.

Computed properties:
SMILES string ... S=CCC(=S)NS
E_LUMO ... -1.33 eV

Last column: natural (NBO) charge in e.
Element x y z (Å)
S  -2.818  -1.029  -0.666  -0.026
C  -1.888  0.479  -0.447  -0.133
C  -0.844  0.556  0.691  -0.572
C  0.588  0.295  0.144  0.183
S  1.273  1.714  -0.667  -0.183
N  1.134  -1.049  0.250  -0.747
S  2.584  -1.519  -0.554  0.177
H  -1.850  1.096  -1.307  0.205
H  -0.748  1.583  0.985  0.268
H  -1.077  -0.224  1.393  0.233
H  0.767  -1.726  0.955  0.429
H  2.877  -0.175  -0.777  0.165

***

# 4
C3H5NaO3 as an isolated structure, computed with ωB97M-V/def2-TZVPD.

Computed properties:
E_LUMO ... -0.58 eV

Last column: natural (NBO) charge in e.
Element x y z (Å)
Na  2.650  0.801  0.480  0.964
O  2.078  -1.427  -0.054  -0.747
O  -0.085  -1.208  0.469  -0.519
C  -1.152  -0.306  0.159  -0.100
C  -0.539  1.101  0.202  -0.070
O  0.688  1.059  -0.422  -0.955
C  0.932  -1.125  -0.402  0.677
H  -1.528  -0.533  -0.853  0.167
H  -1.942  -0.472  0.901  0.193
H  -0.478  1.408  1.270  0.118
H  -1.263  1.790  -0.284  0.147
H  0.639  -1.089  -1.466  0.123

***

no.,energy (Ha),HOMO (hartree)
1,-570.114760,-0.305
2,-968.345175,-0.313
3,-1366.523978,-0.327
4,-505.335204,-0.307